Entry from the Open Molecules 2025 dataset: an isolated molecule of C7H6N2O2 at a distorted geometry (ωB97M-V/def2-TZVPD).

Summary:
HOMO energy (spin up / spin down), eV: -8.1185 / -7.6906
Total charge: 0
Maximum force, eV/Å: 1.8
Frontier orbital gap (spin up / spin down), eV: 7.20 / 5.88
Energy relative to the best compared isomer or geometry (same formula, charge and spin), eV: 5.4347

XYZ file:
```
17
C7H6N2O2, DFT ωB97M-V/def2-TZVPD
O 1.44360 1.18541 -0.88678
O 3.71637 0.42451 0.69727
N 2.26748 -1.21489 0.19082
N 2.82981 -0.19304 0.26955
C -0.01753 -0.53471 -0.26664
C 0.30428 0.85010 -0.42799
C -1.90655 1.37562 0.41567
C -2.20102 0.01752 0.55460
C -1.24278 -0.92651 0.24992
C 1.06629 -1.50060 -0.58513
C -0.68218 1.79265 -0.03345
H -1.45504 -1.98015 0.36972
H 1.35884 -1.42202 -1.63774
H -3.17790 -0.28867 0.89688
H -2.65754 2.10607 0.68079
H 0.79790 -2.53100 -0.34656
H -0.44404 2.83973 -0.14094
```


Entry from the Open Molecules 2025 dataset: a structure of composition C28H33BrHfN5O2S (ωB97M-V/def2-TZVPD).

Summary:
HOMO energy, eV: -15.8336
Total charge: +3
Maximum force, eV/Å: 0.8
Frontier orbital gap, eV: 7.10
Energy relative to the best compared isomer or geometry (same formula, charge and spin), eV: 0.0000

XYZ file:
```
71
C28H33BrHfN5O2S, DFT ωB97M-V/def2-TZVPD
Hf 0.37988 0.76598 -0.20047
Br 3.06017 1.75647 -0.07726
S 0.05229 -1.80295 -0.55002
O -0.58339 -1.13875 0.64622
O 1.49664 -1.47546 -0.49088
N 1.56058 0.45215 1.75761
N 0.94215 0.75039 -2.44238
N -1.11267 -7.37808 -1.39142
N -0.52682 -0.70598 -1.60723
N 0.32060 -1.06992 -3.82672
C 1.81304 0.62479 -4.62892
C -1.93856 1.47253 0.95080
C 1.71942 1.26051 -3.41336
C -1.84380 2.52458 -2.71440
C -2.79959 0.64028 1.85893
C 0.74676 4.19152 1.28390
C 3.42477 0.23715 3.76928
C -1.89620 -5.16327 -0.96499
C -1.62563 -3.84752 -0.75618
C 1.09846 -0.56457 -4.78481
C -0.84044 -6.09255 -1.18657
C 2.16853 -0.35062 3.93025
C 0.37222 4.15632 -1.55624
C -0.27820 -3.41177 -0.75210
C -1.44719 2.39660 -1.26989
C 2.77570 0.97397 1.64838
C -0.19075 3.17213 0.68500
C -0.75468 2.34069 3.00850
C 1.26490 -0.22007 2.88473
C -0.94340 2.30464 1.51465
C 3.75871 0.91511 2.60112
C 1.79086 -1.09035 5.17878
C -3.24514 0.63460 -1.03853
C 0.78521 -4.31578 -0.97869
C 0.50275 -5.63157 -1.18685
C -0.42206 3.19628 -0.70879
C -2.17452 1.50180 -0.44326
C 0.26764 -0.38617 -2.71357
H 4.16385 0.15275 4.55700
H 0.28351 -0.67320 2.92412
H -3.13890 0.52777 -2.11160
H -1.18213 1.47215 3.49811
H -2.22776 -0.14150 2.35988
H 0.76523 4.15477 2.36591
H -2.91995 -5.51312 -0.96444
H 1.80857 -3.96678 -0.97911
H 0.45774 3.82929 -2.58770
H 2.26070 2.17372 -3.19744
H 4.73452 1.35340 2.44826
H 1.28020 -0.42107 5.87401
H -1.34231 3.34112 -3.21969
H -1.66497 1.60564 -3.27562
H 0.29328 2.40723 3.29045
H -1.25527 3.22535 3.41129
H 2.67193 -1.48000 5.68396
H -2.91597 2.72073 -2.76465
H -0.11999 5.13286 -1.56289
H 1.14770 -1.12864 -5.70876
H -3.61620 0.16430 1.33044
H -2.43562 -3.14906 -0.59063
H 1.30648 -6.33607 -1.35431
H 2.42715 1.02061 -5.42410
H 1.12163 -1.92107 4.96074
H 0.40324 5.18870 1.00027
H -4.22521 1.07558 -0.83556
H 1.37289 4.31295 -1.15956
H -0.38018 -8.05024 -1.55082
H -2.05919 -7.72101 -1.39573
H -3.22759 -0.36139 -0.60323
H -3.23386 1.28021 2.62818
H 1.76828 4.10087 0.91862
```


Entry from the Open Molecules 2025 dataset: an isolated molecule of C6H11NS at a distorted geometry (ωB97M-V/def2-TZVPD).

Summary:
HOMO energy (spin up / spin down), eV: -7.5977 / -7.4951
Total charge: 0
Maximum force, eV/Å: 3.5
Frontier orbital gap (spin up / spin down), eV: 5.98 / 5.66
Energy relative to the best compared isomer or geometry (same formula, charge and spin), eV: 3.7158

XYZ file:
```
19
C6H11NS, DFT ωB97M-V/def2-TZVPD
S 2.19664 2.06163 0.24708
N -0.27995 1.87805 -0.88487
C -0.35109 0.39517 -0.90537
C -0.27284 -0.07246 0.46159
C 0.66778 2.60993 -0.45429
C 0.63279 -0.35199 -1.87991
C 0.28950 -1.39051 0.70679
C -1.00798 0.61829 1.52174
H -1.38307 0.19996 -1.38949
H -0.35179 0.48683 2.36610
H 1.32086 -1.19141 0.88603
H 0.01791 -2.01624 -0.18272
H -1.92550 0.09146 1.79080
H 1.69703 -0.53125 -1.39144
H 0.17346 -1.36624 -1.83515
H -1.24250 1.59351 1.43967
H -0.11516 -1.75224 1.65218
H 0.48182 3.63636 -0.60645
H 0.73969 0.15770 -2.81478
```


Entry from the Open Molecules 2025 dataset: a structure of composition C4H7NO (ωB97M-V/def2-TZVPD).

Summary:
HOMO energy, eV: -6.9234
Total charge: 0
Maximum force, eV/Å: 0.5
Frontier orbital gap, eV: 7.56
Energy relative to the best compared isomer or geometry (same formula, charge and spin), eV: 6.2700

XYZ file:
```
13
C4H7NO, DFT ωB97M-V/def2-TZVPD
O 1.05645 0.71446 2.10683
N 0.00335 0.88539 -0.00618
C -0.94591 -0.30064 -0.39731
C 0.27160 0.34401 1.27217
C -0.68818 -0.81315 1.04019
C 0.83440 0.01395 -1.33876
H -1.96090 0.09487 -0.54875
H 1.17947 -0.97591 -1.05907
H -0.26260 -1.80907 1.20368
H 1.69655 0.71293 -1.31872
H -0.05724 1.87361 -0.22293
H -1.56114 -0.69698 1.70043
H 0.36532 0.03862 -2.31843
```


Entry from the Open Molecules 2025 dataset: an isolated molecule of C9H15PS at a distorted geometry (ωB97M-V/def2-TZVPD).

Summary:
Structure (SMILES): S=C=CCC[C@@H]1CCCCP1
HOMO energy, eV: -8.2489
Total charge: 0
Maximum force, eV/Å: 4.6
Frontier orbital gap, eV: 8.18
Energy relative to the best compared isomer or geometry (same formula, charge and spin), eV: 2.2550

XYZ file:
```
26
C9H15PS, DFT ωB97M-V/def2-TZVPD
S -0.31313 -4.26508 1.07310
P 0.46008 -0.22963 -2.30154
C -0.96258 -2.99582 1.70195
C 1.21788 1.57761 0.29321
C -1.47922 -1.93403 2.23372
C 0.37177 -0.78215 -0.42963
C 1.47726 0.08183 0.39267
C 1.11847 2.12245 -1.08808
C -1.06909 -0.79236 0.01442
C -1.32341 -0.60654 1.50010
C 0.07265 1.51747 -2.10206
H 2.01704 2.10313 1.00593
H -0.79854 -0.60596 -2.49029
H -0.85309 1.89978 -1.62644
H 1.69542 -0.42389 1.44559
H 0.11291 1.86585 -3.08594
H -2.16527 -2.07784 3.13288
H 0.78535 -1.88506 -0.49729
H 2.57765 -0.07527 -0.15623
H 0.25419 1.95718 0.72289
H -2.30659 -0.12229 1.76236
H 0.85934 3.21923 -1.18188
H -1.65136 0.13453 -0.50500
H -0.64348 0.01403 2.13053
H 2.07476 2.09980 -1.65284
H -1.52903 -1.79697 -0.29211
```


Entry from the Open Molecules 2025 dataset: a cluster of 10 separate species, C6H34N2O9 in total at a distorted geometry (ωB97M-V/def2-TZVPD).

Summary:
Structure (SMILES): CC(C)N(C)CCN.O.O.O.O.O.O.O.O.O
HOMO energy, eV: -8.8198
Total charge: 0
Maximum force, eV/Å: 3.4
Frontier orbital gap, eV: 8.64
Energy relative to the best compared isomer or geometry (same formula, charge and spin), eV: 5.0162

XYZ file:
```
51
C6H34N2O9, DFT ωB97M-V/def2-TZVPD
O -0.43353 -3.57638 0.81442
O 0.15056 3.74202 0.73874
O -3.61663 -0.94310 2.34463
O 1.86988 2.77944 2.43380
O 2.52627 3.14341 -0.46676
O -3.71790 -0.60348 -0.09481
O -2.11640 1.38984 1.61040
O -1.19474 0.37649 -4.59151
O -2.38307 -1.60534 -2.31962
N 0.87566 -0.53216 -0.58736
N 0.53760 0.05876 3.00065
C 1.60856 -0.20635 0.64125
C 3.17888 -0.46966 -1.78707
C 0.81585 -0.81757 1.83390
C 1.85743 -1.20878 -1.59741
C 0.19368 0.64594 -1.19599
C 1.83399 -2.69193 -1.12513
H 1.75992 0.84835 0.91600
H 1.66796 3.63285 -0.29074
H -0.39966 -0.16655 -4.70784
H -0.12866 -1.29331 1.55696
H -3.04362 -0.77605 -0.83351
H -4.47687 -1.07223 -0.45387
H -1.33677 -0.02183 -3.71142
H 0.43094 -0.23443 3.94934
H 0.43758 0.89166 -2.21491
H 0.26687 1.55653 -0.56081
H -2.87487 1.84204 1.99367
H 2.95554 0.57109 -1.58999
H 1.88950 1.83583 2.23173
H 0.80780 3.56458 1.47971
H 3.56319 -0.48541 -2.79663
H -0.78451 -3.46661 1.69814
H -1.60255 -2.19455 -2.34909
H 1.41091 -1.73363 2.14795
H 2.73627 3.17875 2.61136
H -2.53033 0.61526 1.22522
H 2.86459 -2.98934 -1.32634
H -0.62219 3.25226 1.05190
H -3.07743 -0.88875 1.47682
H 0.98115 -3.13698 -1.62224
H 2.59663 -0.61375 0.75852
H 1.64334 -2.65872 -0.02602
H -0.87929 0.29416 -1.26561
H -0.03941 -2.74563 0.52684
H 2.84502 3.06332 0.43300
H -0.29941 0.61506 2.73467
H -3.04831 -2.21229 -2.71393
H 1.12967 -1.06695 -2.41694
H -3.90385 -1.85949 2.23322
H 3.89913 -0.71981 -1.02176
```


Entry from the Open Molecules 2025 dataset: a structure of composition C21H23N3OSSn at a distorted geometry (ωB97M-V/def2-TZVPD).

Summary:
HOMO energy (spin up / spin down), eV: -20.1122 / -19.9793
Total charge: +4
Maximum force, eV/Å: 3.1
Frontier orbital gap (spin up / spin down), eV: 6.92 / 4.45

XYZ file:
```
50
C21H23N3OSSn, DFT ωB97M-V/def2-TZVPD
Sn -0.15053 1.90666 1.09838
S 1.38565 -7.19365 -2.11025
O 1.18191 -6.10049 -1.14254
N -0.20146 4.09488 0.47764
N 2.02736 2.78076 0.95159
N -2.38967 2.86737 1.10138
C -1.34170 4.79624 0.27777
C -4.91250 3.71417 0.51821
C 0.94710 4.72399 0.21002
C -2.56096 4.09290 0.55032
C 2.86081 0.56484 1.72886
C 3.07688 1.89887 1.09674
C 4.35317 2.28875 0.50910
C 0.37150 -9.13463 -0.69811
C -3.86415 4.54121 0.14698
C 2.18221 3.98832 0.39991
C -0.32487 -7.83465 -2.61828
C -1.38078 6.12466 -0.25451
C -3.39336 2.02222 1.31451
C 4.53936 3.57373 -0.00315
C -4.70562 2.52708 1.09788
C 1.02123 6.05920 -0.23098
C -3.15894 0.54515 1.65952
C 1.77025 -8.61957 -1.18738
C -0.14502 6.75290 -0.47435
C -0.56663 -9.14581 -1.86147
C 3.49937 4.44144 0.01538
H 2.44701 -8.34031 -0.39014
H -0.13599 7.72676 -0.90916
H -2.08151 0.31124 1.82587
H -2.32235 6.61499 -0.43039
H -5.85993 3.99488 0.22974
H -5.50982 1.83021 1.17533
H -3.96617 5.50098 -0.28199
H 2.01851 6.41989 -0.40500
H 0.62665 -10.09433 -0.24334
H 2.58491 -0.16316 0.96879
H 2.29862 -9.24223 -1.92005
H -0.30672 -9.97737 -2.55930
H -0.93185 -7.03702 -2.28828
H -1.59535 -9.20210 -1.57794
H 3.71178 0.22346 2.36438
H 3.60762 5.40240 -0.47338
H -3.49697 -0.14018 0.91492
H 5.49014 3.76710 -0.45628
H -3.65635 0.21670 2.59270
H 5.23264 1.60072 0.52971
H -0.04985 -8.45691 0.04777
H 1.98991 0.60562 2.40095
H -0.21552 -7.83789 -3.68810
```